No. 1
C3H8OS in the gas phase, computed with ωB97M-V/def2-TZVPD.

ORCA input file:
```
! RIJCOSX wB97M-V def2-TZVPD def2/J DEFGRID3
* xyz 0 1
O -0.550 -1.579 -1.171
C -0.712 -0.168 -0.902
C 0.522 0.481 -0.327
C 0.518 0.770 1.212
S 0.225 -0.729 2.214
H -0.062 -1.644 -2.001
H -1.598 -0.151 -0.265
H -1.001 0.342 -1.823
H 0.735 1.434 -0.820
H 1.414 -0.092 -0.447
H 1.539 1.049 1.435
H -0.265 1.491 1.436
H -0.765 -1.204 1.459
*
```

ΔE to the lowest compared entry with this formula, charge and spin   0.412 eV
Orbital gap   9.8 eV

No. 2
2 unconnected molecules or ions with the total composition C3H8OS, computed with ωB97M-V/def2-TZVPD.

ORCA input file:
```
! RIJCOSX wB97M-V def2-TZVPD def2/J DEFGRID3
* xyz 0 1
C -0.598 -0.879 1.816
C 0.831 -0.315 1.586
O 1.660 -0.792 0.882
H -0.429 -1.984 1.821
H -1.095 -0.601 2.745
H -1.221 -0.587 1.027
H 1.241 0.549 2.158
C -0.840 -0.465 -1.561
S -0.407 1.275 -1.211
H 0.204 -1.097 -1.225
H -1.038 -0.687 -2.575
H -1.561 -0.941 -0.961
H 0.773 1.245 -1.713
*
```

ΔE to the lowest compared entry with this formula, charge and spin   1.276 eV
Orbital gap   10.1 eV

No. 3
2 unconnected molecules or ions with the total composition C3H8OS, computed with ωB97M-V/def2-TZVPD.

ORCA input file:
```
! RIJCOSX wB97M-V def2-TZVPD def2/J DEFGRID3
* xyz 0 1
C 0.614 -1.002 -1.010
C -0.560 -0.606 -0.133
C -0.200 0.404 1.015
H 0.804 1.619 -0.811
H 1.546 -1.342 -0.558
H 0.021 -1.589 -1.761
H -1.042 -1.521 0.393
H -1.067 -0.225 -0.918
H -0.288 1.411 0.358
H 0.734 0.328 1.579
H -0.860 1.589 2.036
O -1.095 0.485 1.991
S 1.391 0.448 -2.183
*
```

ΔE to the lowest compared entry with this formula, charge and spin   4.908 eV
Orbital gap   8.8 eV

No. 4
A gas-phase ion, C3H8OS2 (charge -1), computed with ωB97M-V/def2-TZVPD.

ORCA input file:
```
! RIJCOSX wB97M-V def2-TZVPD def2/J DEFGRID3
* xyz -1 2
C 0.819 -0.107 -0.148
C 0.843 -0.224 1.411
O 2.136 -0.206 2.096
C -0.545 0.457 -0.674
S -0.651 0.008 -2.443
S -2.595 -0.691 -2.710
H 1.757 0.448 -0.638
H 1.138 -1.135 -0.507
H 0.211 -1.113 1.776
H 0.384 0.736 1.827
H 2.013 -0.187 3.038
H -1.397 0.247 -0.118
H -0.579 1.607 -0.570
H -3.532 0.161 -2.340
*
```

ΔE to the lowest compared entry with this formula, charge and spin   1.343 eV
Orbital gap (alpha / beta)   2.7 / 6.7 eV

Short version: DFT total energy = -16122.8254; -16121.9615; -16118.3291; -26956.7236 eV, in the order given.